(1)
64
Properties=species:S:1:pos:R:3 method="wB97M-V/def2-TZVPD" lumo_ev=-1.660 gap_ev=5.525 e_above_lowest_kcal_mol=63.17 spin_multiplicity=1
C 4.83 1.11 1.74
C 4.46 1.24 0.21
C 3.60 2.51 -0.23
C 4.81 0.31 -0.80
C 4.96 -1.22 -0.43
C 3.62 -2.05 -0.71
C 2.50 -1.84 0.44
C 2.83 -2.70 1.76
C 1.10 -2.21 -0.22
C -0.19 -1.83 0.64
C -0.96 -0.51 0.16
C 0.06 0.75 0.30
P 0.06 1.49 2.02
O -1.15 2.43 2.21
O -0.05 0.30 3.24
O 1.47 2.40 2.31
C -1.41 -0.75 -1.38
O -2.82 -1.04 -1.45
P -3.67 -0.48 -0.06
C -3.46 1.40 -0.34
C -3.72 1.91 -1.84
C -2.68 3.12 -2.07
N -2.95 4.48 -1.54
O -1.59 2.94 -2.67
O -2.20 -0.33 0.90
H 3.84 1.18 2.32
H 5.56 1.92 2.07
H 5.31 0.12 2.03
H 4.04 3.11 -1.08
H 3.42 3.20 0.65
H 2.58 2.11 -0.57
H 4.93 0.68 -1.87
H 5.76 -1.65 -1.14
H 5.34 -1.42 0.62
H 3.80 -3.17 -0.75
H 3.19 -1.66 -1.70
H 2.59 -0.74 0.76
H 2.32 -3.72 1.77
H 2.57 -2.08 2.68
H 3.97 -2.82 1.78
H 1.08 -3.36 -0.32
H 1.10 -1.79 -1.28
H 0.11 -1.75 1.74
H -0.95 -2.68 0.57
H -0.38 1.56 -0.39
H 1.09 0.52 -0.11
H -0.98 0.00 3.33
H 1.74 2.11 3.22
H -1.00 0.14 -1.97
H -0.97 -1.67 -1.91
H -4.89 -0.58 -0.88
H -4.43 -0.11 1.13
H -3.84 -1.83 0.47
H -2.47 1.82 0.02
H -4.26 1.91 0.31
H -4.76 2.32 -2.04
H -3.48 1.16 -2.65
H -2.22 4.69 -0.83
H -2.82 5.11 -2.34
N -6.87 -2.81 -1.16
H -7.45 -2.19 -1.73
H -7.27 -3.75 -1.16
H -5.92 -2.84 -1.55
H -6.83 -2.46 -0.20



(2)
74
Properties=species:S:1:pos:R:3 method="wB97M-V/def2-TZVPD" lumo_ev=0.124 gap_ev=7.722 e_above_lowest_kcal_mol=22.42 spin_multiplicity=1
Sc -0.28 -0.02 0.42
C 1.47 -2.74 1.69
O 1.66 -1.49 1.01
C 2.87 -0.89 1.42
C 2.98 0.45 0.74
O 1.74 1.10 0.94
C 1.73 2.51 0.73
C 0.71 3.05 1.69
O -0.50 2.33 1.49
C -1.49 2.72 2.43
H 2.26 -3.44 1.39
H 1.51 -2.57 2.77
H 0.51 -3.14 1.42
H 2.86 -0.77 2.51
H 3.73 -1.52 1.16
H 3.78 1.04 1.19
H 3.19 0.34 -0.33
H 2.71 2.94 0.94
H 1.48 2.71 -0.31
H 1.04 2.88 2.72
H 0.55 4.12 1.54
H -1.08 2.68 3.44
H -1.84 3.74 2.21
H -2.32 2.02 2.36
C -0.79 3.59 -1.30
N -0.99 2.17 -1.54
C -0.20 1.69 -2.66
C -0.12 0.17 -2.69
N 0.53 -0.43 -1.52
C 1.65 -1.17 -1.90
C 1.76 -2.55 -1.68
F 0.74 -3.22 -1.14
C 2.89 -3.27 -2.01
F 2.94 -4.58 -1.77
C 3.97 -2.65 -2.62
F 5.06 -3.35 -2.94
C 3.90 -1.29 -2.87
F 4.94 -0.66 -3.43
C 2.77 -0.59 -2.51
F 2.77 0.74 -2.71
C -2.43 1.91 -1.72
C -2.98 1.24 -0.48
N -2.26 0.00 -0.25
C -2.75 -1.15 -0.79
C -2.10 -2.33 -0.42
F -1.07 -2.17 0.47
C -2.41 -3.60 -0.84
F -1.72 -4.65 -0.40
C -3.45 -3.76 -1.74
F -3.80 -4.97 -2.18
C -4.13 -2.63 -2.16
F -5.13 -2.76 -3.03
C -3.79 -1.37 -1.72
F -4.50 -0.34 -2.23
H -1.13 4.21 -2.14
H 0.26 3.82 -1.13
H -1.35 3.90 -0.41
H 0.81 2.11 -2.56
H -0.61 2.06 -3.62
H 0.39 -0.12 -3.61
H -1.14 -0.22 -2.79
H -2.58 1.25 -2.58
H -2.96 2.84 -1.96
H -4.06 1.09 -0.54
H -2.82 1.90 0.37
N 0.68 0.82 4.57
C -0.59 0.12 4.75
C -1.24 -0.20 3.40
O -2.45 -0.27 3.29
O -0.39 -0.37 2.43
H 1.13 0.44 3.75
H 1.29 0.67 5.37
H -1.30 0.73 5.30
H -0.51 -0.84 5.28



(3)
14
Properties=species:S:1:pos:R:3 method="wB97M-V/def2-TZVPD" lumo_ev=0.812 gap_ev=9.352 e_above_lowest_kcal_mol=79.32 spin_multiplicity=1
O 2.18 1.93 -0.13
C 0.88 1.76 0.24
C 0.08 0.83 -0.23
C -0.17 -0.39 -0.96
C -0.20 -1.58 0.01
C -1.24 -0.77 0.82
N -1.25 0.35 -0.18
H 2.35 1.32 -0.86
H 0.56 2.50 0.97
H -0.20 -0.47 -2.04
H 0.75 -1.82 0.50
H -0.62 -2.48 -0.43
H -0.93 -0.43 1.82
H -2.22 -1.24 0.88